Entry 1:
Formula: C46H68AsAuP2Si
Source: the Open Molecules 2025 dataset
Level of theory: the ωB97M-V functional and the def2-TZVPD basis

Each line ends with the Löwdin charge.
CARTESIAN COORDINATES (ANGSTROEM)
Au 1.08 0.20 -1.41  0.5001
C -0.18 -2.24 -3.59  -0.2410
Si -0.73 -0.91 -2.37  0.3985
C -1.75 0.41 -3.28  -0.3051
C -1.97 0.29 -4.66  -0.1016
C -2.58 1.30 -5.38  -0.0852
C -2.97 2.46 -4.74  -0.0822
C -2.76 2.60 -3.38  -0.1065
C -2.16 1.59 -2.64  -0.3928
P -1.80 1.80 -0.83  1.1056
C -3.48 2.37 -0.17  -0.4383
C -3.48 2.13 1.34  -0.2439
C -4.82 2.48 1.98  -0.1988
C -5.94 1.66 1.35  -0.2088
C -5.97 1.91 -0.15  -0.1968
C -4.63 1.57 -0.80  -0.2074
C -0.71 3.34 -0.94  -0.4298
C -1.31 4.74 -0.79  -0.1975
C -1.61 5.14 0.66  -0.1947
C -0.39 4.95 1.56  -0.1919
C 0.13 3.52 1.46  -0.2198
C 0.49 3.19 0.01  -0.2486
C -1.88 -1.76 -1.12  -0.3052
C -3.10 -2.23 -1.62  -0.1044
C -4.06 -2.79 -0.79  -0.0842
C -3.84 -2.85 0.57  -0.0815
C -2.63 -2.41 1.09  -0.1010
C -1.63 -1.90 0.26  -0.3676
P 0.06 -1.50 0.87  1.0504
C 0.74 -3.17 1.39  -0.4276
C -0.10 -4.16 2.19  -0.2052
C 0.72 -5.42 2.50  -0.1988
C 1.20 -6.09 1.22  -0.2069
C 2.02 -5.11 0.38  -0.2054
C 1.21 -3.84 0.09  -0.2420
C -0.15 -0.48 2.44  -0.4286
C -0.62 -1.08 3.76  -0.2110
C -0.87 0.03 4.78  -0.1821
C 0.20 1.13 4.72  -0.1942
C 1.49 0.59 4.11  -0.1985
C 1.24 0.19 2.65  -0.2293
H -1.02 -2.77 -4.04  0.0268
H 0.41 -1.79 -4.39  0.0200
H 0.45 -2.96 -3.08  -0.0024
H -1.66 -0.62 -5.16  0.0898
H -2.73 1.18 -6.45  0.1011
H -3.43 3.27 -5.31  0.1015
H -3.08 3.52 -2.89  0.0967
H -3.64 3.44 -0.38  0.1024
H -3.25 1.07 1.52  0.1020
H -2.68 2.71 1.82  0.0766
H -4.78 2.31 3.06  0.1074
H -5.03 3.55 1.83  0.1148
H -5.75 0.60 1.54  0.1118
H -6.90 1.92 1.80  0.1066
H -6.76 1.31 -0.62  0.1088
H -6.21 2.96 -0.34  0.1149
H -4.42 0.51 -0.66  0.1098
H -4.69 1.75 -1.87  0.0976
H -0.32 3.25 -1.96  0.0999
H -0.58 5.45 -1.20  0.1191
H -2.21 4.85 -1.39  0.0890
H -1.92 6.19 0.68  0.1125
H -2.44 4.55 1.05  0.0825
H 0.41 5.64 1.25  0.1145
H -0.65 5.19 2.59  0.1095
H 1.00 3.38 2.10  0.1068
H -0.65 2.82 1.80  0.0809
H 1.29 3.86 -0.31  0.1212
H 0.87 2.16 -0.05  0.0161
H -3.31 -2.14 -2.68  0.1041
H -4.99 -3.17 -1.21  0.1032
H -4.59 -3.25 1.24  0.1031
H -2.48 -2.45 2.15  0.0795
H 1.63 -2.92 1.98  0.1141
H -0.45 -3.72 3.12  0.0918
H -0.98 -4.45 1.60  0.1096
H 1.58 -5.14 3.12  0.1143
H 0.11 -6.12 3.09  0.1083
H 1.79 -6.98 1.45  0.1068
H 0.33 -6.41 0.64  0.1151
H 2.92 -4.84 0.93  0.1079
H 2.33 -5.58 -0.55  0.1106
H 1.81 -3.14 -0.50  0.0408
H 0.33 -4.10 -0.51  0.1179
H -0.87 0.29 2.13  0.0889
H -1.55 -1.64 3.63  0.0833
H 0.13 -1.78 4.13  0.1089
H -1.86 0.47 4.60  0.1048
H -0.91 -0.41 5.78  0.1073
H -0.15 1.97 4.11  0.0957
H 0.39 1.53 5.72  0.1060
H 2.27 1.35 4.15  0.1085
H 1.83 -0.27 4.68  0.1111
H 1.30 1.08 2.01  0.0770
H 2.03 -0.48 2.32  0.0852
C 5.35 -2.69 -3.04  -0.3415
As 3.67 -1.81 -2.50  1.1061
C 4.03 -1.92 -0.58  -0.3427
C 4.25 0.07 -2.89  -0.3689
C 5.47 0.53 -2.18  -0.3246
C 5.39 1.05 -0.88  -0.0736
C 6.52 1.47 -0.20  -0.0865
C 7.77 1.37 -0.80  -0.0989
C 7.87 0.86 -2.08  -0.0869
C 6.73 0.45 -2.76  -0.0671
H 6.20 -2.21 -2.55  0.0119
H 5.49 -2.64 -4.12  0.0165
H 5.32 -3.74 -2.74  0.0144
H 5.03 -1.54 -0.34  0.0233
H 3.97 -2.97 -0.29  0.0081
H 3.29 -1.36 0.00  -0.0134
H 3.39 0.71 -2.64  0.0063
H 4.39 0.11 -3.97  0.0689
H 4.41 1.14 -0.42  0.1045
H 6.43 1.87 0.80  0.1014
H 8.65 1.70 -0.27  0.0983
H 8.84 0.79 -2.56  0.1013
H 6.82 0.06 -3.77  0.1108

Its max |F| is 0.59 eV/Å. Its net charge is 0.

---

Entry 2:
Formula: C46H69CaO35
Source: the Open Molecules 2025 dataset
Level of theory: the ωB97M-V functional and the def2-TZVPD basis

Each line ends with the Löwdin charge.
CARTESIAN COORDINATES (ANGSTROEM)
Ca 13.85 13.71 13.18  1.5193
C 15.22 15.06 16.92  0.0195
C 14.41 14.79 15.65  -0.7346
O 14.76 15.32 14.56  -0.1719
O 13.50 13.94 15.60  -0.0849
H 15.83 15.98 16.76  0.0812
H 15.85 14.16 17.02  0.0842
H 14.47 15.21 17.77  0.1029
C 18.76 14.95 15.45  0.0027
C 18.05 15.13 14.06  -0.2362
C 17.54 16.53 13.65  -0.1000
O 17.92 16.65 12.29  0.0492
C 18.84 15.65 11.95  -0.5845
O 19.44 15.64 10.94  0.1539
O 18.98 14.81 12.96  0.0802
H 18.88 13.97 15.90  0.0702
H 18.16 15.48 16.21  0.0691
H 19.78 15.41 15.44  0.1020
H 17.31 14.42 13.90  0.0955
H 18.02 17.30 14.24  0.1268
H 16.47 16.54 13.81  0.0933
C 7.87 14.99 14.37  -0.0152
C 8.48 14.47 13.12  -0.3197
C 8.49 15.59 12.02  -0.0312
O 9.88 15.95 11.98  0.1017
C 10.63 15.10 12.61  -0.5546
O 11.82 15.11 12.67  0.0872
O 9.85 14.20 13.27  0.0690
H 8.44 15.83 14.78  0.1076
H 7.86 14.31 15.12  0.0294
H 6.76 15.21 14.25  0.1346
H 7.90 13.62 12.65  0.1681
H 7.99 16.44 12.45  0.1198
H 8.10 15.36 10.99  0.1371
C 9.92 9.77 9.54  0.0039
C 9.08 10.98 9.87  -0.2778
C 9.65 11.81 10.99  -0.1366
O 9.21 13.11 10.73  0.0109
C 9.04 13.19 9.34  -0.5563
O 8.82 14.21 8.81  0.1773
O 9.06 11.98 8.81  0.1090
H 9.98 9.11 10.42  0.1004
H 10.84 10.14 9.25  0.0342
H 9.31 9.27 8.79  0.0970
H 7.95 10.84 10.11  0.1897
H 10.74 11.79 11.08  0.1319
H 9.23 11.50 11.97  0.1392
C 19.22 10.66 13.03  0.0134
C 17.94 9.89 13.36  -0.2872
C 17.59 9.74 14.78  -0.0722
O 16.93 11.01 15.05  0.0784
C 16.38 11.41 13.91  -0.5760
O 15.67 12.37 13.77  0.0415
O 16.81 10.69 12.89  0.0981
H 19.41 11.48 13.71  0.0910
H 19.13 11.05 12.01  0.0928
H 20.07 9.98 13.08  0.0910
H 17.88 8.89 12.95  0.1526
H 18.46 9.75 15.52  0.1715
H 16.92 8.91 15.03  0.1402
C 10.80 16.37 19.61  -0.0171
C 9.89 15.94 18.51  -0.2750
C 10.56 15.12 17.45  -0.0818
O 9.55 14.13 17.16  0.0248
C 8.70 14.06 18.23  -0.6703
O 7.85 13.25 18.23  0.1628
O 8.87 15.02 19.03  0.1480
H 10.60 17.36 20.03  0.0930
H 11.81 16.43 19.21  0.0635
H 10.69 15.63 20.41  0.1040
H 9.40 16.79 18.01  0.1700
H 11.45 14.62 17.78  0.1223
H 10.84 15.65 16.56  0.1261
C 11.99 15.94 9.33  0.0063
C 11.83 14.81 8.40  -0.2557
C 13.07 14.44 7.46  -0.0404
O 13.22 13.07 7.70  0.1087
C 12.52 12.66 8.70  -0.5291
O 12.48 11.46 9.09  0.0838
O 11.73 13.59 9.14  0.0963
H 12.39 16.80 8.81  0.1051
H 12.62 15.70 10.19  0.0868
H 11.03 16.23 9.66  0.0661
H 10.97 14.81 7.75  0.1432
H 13.97 14.98 7.73  0.1122
H 12.74 14.56 6.43  0.1406
C 16.10 8.43 9.66  0.0060
C 14.80 9.30 9.68  -0.3093
C 13.96 9.00 10.94  -0.0468
O 13.91 10.28 11.60  0.0805
C 14.48 11.19 10.80  -0.5642
O 14.51 12.35 11.02  0.0991
O 15.09 10.66 9.72  0.0941
H 16.82 8.84 8.94  0.0903
H 15.73 7.42 9.34  0.1086
H 16.52 8.36 10.61  0.0415
H 14.19 9.13 8.81  0.1471
H 14.40 8.24 11.64  0.1445
H 12.94 8.68 10.77  0.1277
C 17.13 15.08 7.76  0.0061
C 16.65 13.94 8.71  -0.2573
C 17.49 13.51 9.89  -0.0177
O 16.86 14.21 11.05  0.0436
C 15.64 14.59 10.65  -0.5675
O 14.88 15.11 11.46  0.0332
O 15.44 14.43 9.35  0.0544
H 18.25 15.06 7.68  0.1002
H 16.83 16.03 8.22  0.0929
H 16.66 15.04 6.75  0.0886
H 16.37 13.02 8.15  0.1642
H 18.56 13.84 9.83  0.1389
H 17.35 12.46 10.19  0.1314
C 15.63 19.51 14.43  -0.0098
C 14.26 19.19 14.90  -0.3667
C 13.46 18.22 14.19  -0.1088
O 12.57 17.68 15.19  0.0681
C 13.16 17.94 16.39  -0.5352
O 12.70 17.67 17.46  0.1366
O 14.35 18.56 16.19  0.0728
H 15.84 20.58 14.32  0.0869
H 15.76 19.18 13.36  0.1027
H 16.43 19.01 15.08  0.1153
H 13.61 20.10 15.16  0.1862
H 14.18 17.41 13.98  0.1196
H 12.92 18.54 13.30  0.1544
C 9.98 8.95 15.68  -0.0238
C 9.63 10.14 14.94  -0.2750
C 9.61 11.51 15.70  -0.0262
O 10.58 12.28 14.99  0.0937
C 11.17 11.65 14.05  -0.5705
O 12.09 12.08 13.37  0.0190
O 10.67 10.38 13.91  0.0726
H 10.32 8.18 15.01  0.0942
H 9.00 8.60 16.11  0.1200
H 10.69 9.05 16.45  0.0584
H 8.66 10.07 14.43  0.1559
H 9.95 11.50 16.77  0.1355
H 8.68 12.04 15.76  0.1177
C 12.80 9.83 19.52  0.0010
C 12.72 10.89 18.34  -0.2358
C 14.00 11.72 18.33  -0.0738
O 14.78 11.16 17.22  0.0554
C 14.02 10.36 16.46  -0.5272
O 14.36 9.83 15.44  0.1564
O 12.76 10.17 17.01  0.0405
H 11.98 9.14 19.28  0.0811
H 12.63 10.31 20.49  0.0933
H 13.74 9.35 19.42  0.0694
H 11.85 11.51 18.42  0.1276
H 14.63 11.81 19.24  0.1509
H 13.75 12.76 17.98  0.1139

Its max |F| is 4.42 eV/Å. Its net charge is +1.

---

Asked for LUMO energy across the records above, the calculation gives 0.061, -1.400 eV in order.